ORCA calculation (ωB97M-V with the def2-TZVPD basis set) on 13 unconnected molecules or ions with the total composition C63H66IN12O3S.

Each atom is followed by the atoms it is bonded to, with distances in Å.
Atoms and positions in Å:
1 O -0.28 -1.44 -1.30  S2 1.561
2 S -1.22 -2.17 -2.30  O1 1.561, O3 1.576, O4 1.718, C5 1.873
3 O -1.39 -3.63 -1.72  S2 1.576
4 O -2.80 -1.48 -2.24  S2 1.718
5 C -0.53 -2.37 -4.02  S2 1.873, C6 1.639, H9 1.184, H10 1.170
6 C -0.52 -1.00 -4.93  C5 1.639, C7 1.672, H11 1.173, H12 1.170
7 C -1.68 -1.18 -6.13  C6 1.672, I8 2.232, H13 1.193, H14 1.170
8 I -1.03 -2.68 -7.64  C7 2.232
9 H -1.16 -3.21 -4.56  C5 1.184
10 H 0.57 -2.76 -3.93  C5 1.170
11 H 0.51 -0.96 -5.49  C6 1.173
12 H -0.80 -0.02 -4.36  C6 1.170
13 H -1.75 -0.16 -6.75  C7 1.193
14 H -2.69 -1.46 -5.61  C7 1.170
15 N -0.78 -2.06 4.11  C16 1.351, C20 1.351
16 C -1.57 -0.96 4.09  N15 1.351, C17 1.386, H21 1.086
17 C -2.18 -0.47 2.95  C16 1.386, C18 1.391, H22 1.084
18 C -1.97 -1.13 1.75  C17 1.391, C19 1.391, H23 1.086
19 C -1.16 -2.26 1.73  C18 1.391, C20 1.386, H24 1.084
20 C -0.59 -2.68 2.93  N15 1.351, C19 1.386, H25 1.086
21 H -1.70 -0.47 5.06  C16 1.086
22 H -2.81 0.42 3.00  C17 1.084
23 H -2.43 -0.77 0.84  C18 1.086
24 H -0.97 -2.80 0.81  C19 1.084
25 H 0.05 -3.56 2.96  C20 1.086
26 N -2.59 -3.11 9.11  C27 1.351, C31 1.351
27 C -2.05 -2.99 7.88  N26 1.351, C28 1.386, H32 1.086
28 C -1.10 -2.03 7.54  C27 1.386, C29 1.391, H33 1.084
29 C -0.69 -1.14 8.52  C28 1.391, C30 1.391, H34 1.086
30 C -1.23 -1.24 9.80  C29 1.391, C31 1.386, H35 1.084
31 C -2.17 -2.23 10.04  N26 1.351, C30 1.386, H36 1.086
32 H -2.41 -3.70 7.14  C27 1.086
33 H -0.70 -1.99 6.54  C28 1.084
34 H 0.05 -0.38 8.30  C29 1.086
35 H -0.93 -0.56 10.59  C30 1.084
36 H -2.62 -2.35 11.03  C31 1.086
37 N -2.54 1.80 -3.79  C38 1.351, C42 1.351
38 C -2.97 1.52 -2.54  N37 1.351, C39 1.386, H43 1.086
39 C -3.63 2.43 -1.73  C38 1.386, C40 1.391, H44 1.084
40 C -3.88 3.70 -2.24  C39 1.391, C41 1.391, H45 1.086
41 C -3.46 4.02 -3.52  C40 1.391, C42 1.386, H46 1.084
42 C -2.80 3.04 -4.26  N37 1.351, C41 1.386, H47 1.086
43 H -2.74 0.52 -2.19  C38 1.086
44 H -3.95 2.15 -0.73  C39 1.084
45 H -4.40 4.44 -1.63  C40 1.086
46 H -3.64 5.00 -3.94  C41 1.084
47 H -2.45 3.24 -5.27  C42 1.086
48 N 0.48 -5.60 -6.03  C49 1.351, C53 1.351
49 C 0.92 -6.48 -5.10  N48 1.351, C50 1.386, H54 1.086
50 C 1.53 -7.69 -5.41  C49 1.386, C51 1.391, H55 1.084
51 C 1.68 -8.02 -6.75  C50 1.391, C52 1.391, H56 1.086
52 C 1.23 -7.15 -7.73  C51 1.391, C53 1.386, H57 1.084
53 C 0.64 -5.96 -7.32  N48 1.351, C52 1.386, H58 1.086
54 H 0.77 -6.17 -4.07  C49 1.086
55 H 1.87 -8.35 -4.62  C50 1.084
56 H 2.15 -8.96 -7.03  C51 1.086
57 H 1.34 -7.38 -8.78  C52 1.084
58 H 0.28 -5.24 -8.05  C53 1.086
59 N -6.18 -1.20 6.65  C60 1.351, C64 1.351
60 C -5.68 -2.29 7.28  N59 1.351, C61 1.386, H65 1.086
61 C -6.06 -3.59 7.01  C60 1.386, C62 1.391, H66 1.084
62 C -7.02 -3.80 6.03  C61 1.391, C63 1.391, H67 1.086
63 C -7.56 -2.71 5.35  C62 1.391, C64 1.386, H68 1.084
64 C -7.11 -1.44 5.70  N59 1.351, C63 1.386, H69 1.086
65 H -4.93 -2.07 8.05  C60 1.086
66 H -5.62 -4.42 7.55  C61 1.084
67 H -7.35 -4.81 5.78  C62 1.086
68 H -8.31 -2.84 4.58  C63 1.084
69 H -7.50 -0.56 5.20  C64 1.086
70 N 3.40 -8.14 -10.01  C71 1.351, C75 1.351
71 C 3.87 -6.96 -10.46  N70 1.351, C72 1.386, H76 1.086
72 C 4.85 -6.84 -11.43  C71 1.386, C73 1.391, H77 1.084
73 C 5.39 -8.00 -11.97  C72 1.391, C74 1.391, H78 1.086
74 C 4.93 -9.24 -11.53  C73 1.391, C75 1.386, H79 1.084
75 C 3.94 -9.25 -10.55  N70 1.351, C74 1.386, H80 1.086
76 H 3.43 -6.08 -10.00  C71 1.086
77 H 5.19 -5.86 -11.76  C72 1.084
78 H 6.16 -7.95 -12.74  C73 1.086
79 H 5.32 -10.16 -11.93  C74 1.084
80 H 3.54 -10.19 -10.18  C75 1.086
81 N 3.47 -2.80 7.47  C82 1.351, C86 1.351
82 C 2.20 -3.19 7.22  N81 1.351, C83 1.386, H87 1.086
83 C 1.88 -4.33 6.50  C82 1.386, C84 1.391, H88 1.084
84 C 2.92 -5.10 5.99  C83 1.391, C85 1.391, H89 1.086
85 C 4.23 -4.72 6.23  C84 1.391, C86 1.386, H90 1.084
86 C 4.46 -3.57 6.97  N81 1.351, C85 1.386, H91 1.086
87 H 1.43 -2.55 7.64  C82 1.086
88 H 0.84 -4.60 6.33  C83 1.084
89 H 2.70 -6.00 5.42  C84 1.086
90 H 5.06 -5.30 5.85  C85 1.084
91 H 5.47 -3.23 7.19  C86 1.086
92 N -1.37 4.32 -7.24  C93 1.351, C97 1.351
93 C -0.82 4.43 -8.47  N92 1.351, C94 1.386, H98 1.086
94 C 0.12 5.39 -8.81  C93 1.386, C95 1.391, H99 1.084
95 C 0.54 6.28 -7.82  C94 1.391, C96 1.391, H100 1.086
96 C 0.00 6.18 -6.54  C95 1.391, C97 1.386, H101 1.084
97 C -0.94 5.19 -6.30  N92 1.351, C96 1.386, H102 1.086
98 H -1.18 3.72 -9.20  C93 1.086
99 H 0.53 5.44 -9.81  C94 1.084
100 H 1.28 7.04 -8.05  C95 1.086
101 H 0.30 6.86 -5.76  C96 1.084
102 H -1.39 5.08 -5.32  C97 1.086
103 N -1.41 8.73 -5.56  C104 1.351, C108 1.351
104 C -0.94 9.82 -6.21  N103 1.351, C105 1.386, H109 1.086
105 C -1.35 11.12 -5.94  C104 1.386, C106 1.391, H110 1.084
106 C -2.29 11.31 -4.94  C105 1.391, C107 1.391, H111 1.086
107 C -2.80 10.22 -4.25  C106 1.391, C108 1.386, H112 1.084
108 C -2.33 8.96 -4.59  N103 1.351, C107 1.386, H113 1.086
109 H -0.21 9.61 -6.98  C104 1.086
110 H -0.93 11.95 -6.49  C105 1.084
111 H -2.63 12.32 -4.70  C106 1.086
112 H -3.54 10.34 -3.47  C107 1.084
113 H -2.69 8.07 -4.08  C108 1.086
114 N 2.54 -1.14 11.42  C115 1.351, C119 1.351
115 C 3.08 -1.03 10.18  N114 1.351, C116 1.386, H120 1.086
116 C 4.03 -0.07 9.85  C115 1.386, C117 1.391, H121 1.084
117 C 4.44 0.82 10.83  C116 1.391, C118 1.391, H122 1.086
118 C 3.90 0.72 12.11  C117 1.391, C119 1.386, H123 1.084
119 C 2.96 -0.27 12.35  N114 1.351, C118 1.386, H124 1.086
120 H 2.72 -1.74 9.45  C115 1.086
121 H 4.43 -0.03 8.84  C116 1.084
122 H 5.18 1.58 10.60  C117 1.086
123 H 4.20 1.40 12.90  C118 1.084
124 H 2.51 -0.38 13.33  C119 1.086
125 N -0.53 2.71 13.19  C126 1.351, C130 1.351
126 C -1.32 3.81 13.18  N125 1.351, C127 1.386, H131 1.086
127 C -1.93 4.30 12.04  C126 1.386, C128 1.391, H132 1.084
128 C -1.72 3.64 10.84  C127 1.391, C129 1.391, H133 1.086
129 C -0.91 2.51 10.82  C128 1.391, C130 1.386, H134 1.084
130 C -0.34 2.08 12.01  N125 1.351, C129 1.386, H135 1.086
131 H -1.45 4.29 14.14  C126 1.086
132 H -2.56 5.18 12.09  C127 1.084
133 H -2.18 3.99 9.92  C128 1.086
134 H -0.72 1.96 9.90  C129 1.084
135 H 0.30 1.21 12.05  C130 1.086
136 N 3.66 6.36 -8.71  C137 1.351, C141 1.351
137 C 4.02 5.13 -9.12  N136 1.351, C138 1.386, H142 1.086
138 C 5.30 4.61 -8.99  C137 1.386, C139 1.391, H143 1.084
139 C 6.28 5.41 -8.42  C138 1.391, C140 1.391, H144 1.086
140 C 5.94 6.70 -7.99  C139 1.391, C141 1.386, H145 1.084
141 C 4.63 7.12 -8.16  N136 1.351, C140 1.386, H146 1.086
142 H 3.22 4.54 -9.56  C137 1.086
143 H 5.52 3.61 -9.33  C138 1.084
144 H 7.29 5.04 -8.30  C139 1.086
145 H 6.68 7.35 -7.54  C140 1.084
146 H 4.32 8.11 -7.84  C141 1.086

As for the total charge: -1. The LUMO energy is 1.9 eV. The value obtained for the largest force on an atom is 7.5 eV/A. As for the spin multiplicity: 1.